Formula: C16H31CdNP2
Source: the Open Molecules 2025 dataset
Level of theory: ωB97M-V/def2-TZVPD

```
51
Properties=species:S:1:pos:R:3
Cd 0.46428 0.11765 6.44328
P 0.05550 -1.42449 -2.25120
P 0.09347 1.66447 -2.11630
N 0.58317 3.39116 6.82258
C -0.82358 -1.66273 1.94108
C 1.15752 3.12640 -2.45436
C -0.26818 -0.52092 -3.86449
C 1.61716 0.73234 1.26396
C -0.75842 1.49625 1.79502
C -1.54803 2.43768 -2.48652
C 1.68014 -2.14291 -2.75900
C 0.49551 -1.56469 1.74913
C -1.01842 -2.87358 -2.58680
C -1.89301 -0.79847 1.34862
C 0.09212 -1.93033 6.11032
C 0.56664 2.22346 6.71814
C 0.56919 1.58963 1.91463
C 0.30537 0.89095 -3.82124
C 1.14804 -0.65192 0.76585
C -1.51176 0.61802 0.83916
H -0.96658 0.53494 -0.11497
H -1.35777 -0.50685 -4.01208
H 1.17391 -2.27599 2.23988
H 0.18352 -1.11057 -4.67601
H -2.06522 -2.54375 -2.59552
H 0.83831 3.62657 -3.38092
H -2.33106 1.66762 -2.50636
H -1.20637 -2.46040 2.58910
H -2.70984 -0.67301 2.07916
H 1.58535 -2.58440 -3.76277
H 2.02849 -1.16477 0.35137
H 1.96484 -2.91760 -2.03574
H 2.45056 -1.36005 -2.76833
H 0.80752 -2.53247 6.67762
H 2.04548 1.27567 0.39850
H -1.78098 3.16681 -1.70013
H -0.93005 -2.18403 6.41415
H -0.19283 1.54543 -4.55187
H -1.50022 2.94432 -3.46266
H 0.98176 2.35761 2.58816
H -1.40508 2.18176 2.36721
H 0.45678 -0.49203 -0.07438
H -2.31473 -1.35396 0.49336
H 1.38380 0.89031 -4.03796
H 2.19823 2.79102 -2.55211
H -0.87693 -3.60048 -1.77756
H -0.75960 -3.32901 -3.55413
H 1.08082 3.81916 -1.60778
H 2.44933 0.59253 1.97370
H 0.21907 -2.14992 5.04644
H -2.45724 1.12755 0.58075
```

ΔE to the lowest compared entry with this formula, charge and spin in kJ/mol: 0.0
Highest occupied orbital energy in eV: -7.867
LUMO in eV: 0.342
Multiplicity: 1
DFT total energy in Ha: -1533.33500
Gap between HOMO and LUMO in eV: 8.21

Atom charges from the natural (NBO) analysis, given in e for atoms 1 to 6:
1 Cd 1.2789
2 P 0.8235
3 P 0.8066
4 N -0.4093
5 C -0.1841
6 C -0.9414